[1]
{"formula": "C3H9NO2", "method": "ωB97M-V/def2-TZVPD", "species": ["C", "N", "H", "H", "H", "H", "H", "H", "C", "C", "O", "O", "H", "H", "H"], "coordinates": [[1.84713, 1.01008, -1.05100], [1.48034, 1.96374, -0.04546], [0.54585, 2.32141, 0.01670], [1.88435, 1.76942, 0.85225], [-0.55660, 0.27606, -0.88646], [2.57600, 0.30745, -0.63659], [2.34493, 1.46669, -1.90712], [1.05146, 0.36692, -1.42878], [-2.05873, -1.79842, 0.87557], [-1.00506, -0.74349, 0.70307], [-1.34039, 0.01030, -0.38794], [0.13234, -0.72725, 1.08286], [-1.62005, -2.69856, 1.30918], [-2.48084, -2.08412, -0.08148], [-2.80072, -1.44024, 1.58520]], "forces_ev_per_a": [[0.53, -0.36, -0.01], [0.55, 0.55, 0.19], [-0.12, -0.24, -0.13], [-0.33, -0.07, 0.11], [0.21, 0.24, 0.58], [-0.10, 0.07, 0.03], [-0.18, 0.14, -0.18], [-0.17, 0.00, -0.14], [0.08, -0.27, 1.34], [1.34, -0.79, -2.96], [-1.04, 0.29, 0.00], [-0.32, -0.11, 1.23], [0.16, 0.24, 0.13], [-0.21, 0.39, 0.01], [-0.40, -0.09, -0.19]], "multiplicity": 1, "total_energy_ev": -8841.637, "de_lowest_kcal_mol": 30.4, "gap_ev": 9.623}

=====

[2]
{"formula": "C3H9NO2", "method": "ωB97M-V/def2-TZVPD", "species": ["O", "C", "C", "N", "H", "H", "H", "H", "H", "H", "C", "O", "H", "H", "H"], "coordinates": [[-2.69121, 0.02722, 1.80996], [-2.11393, 1.03716, 1.52085], [-0.71939, 1.01407, 0.92969], [-0.22451, -0.31698, 0.64185], [-2.58647, 2.01556, 1.69902], [-0.68688, 1.62475, 0.02566], [-0.09216, 1.46208, 1.70796], [1.21848, -0.15482, -0.31060], [-0.02291, -0.83105, 1.49244], [-0.91296, -0.85968, 0.14400], [1.76305, -1.03008, -1.95252], [1.90487, -0.00988, -1.00636], [2.43665, -1.87408, -1.76453], [0.74763, -1.44856, -1.98295], [1.97974, -0.65572, -2.95445]], "forces_ev_per_a": [[-0.33, -0.26, 0.11], [0.12, -0.19, -0.19], [-0.22, -0.17, 0.38], [0.17, -0.10, 0.32], [0.08, 0.24, -0.03], [0.09, 0.18, 0.11], [0.18, 0.24, -0.32], [0.27, 0.08, -0.33], [-0.13, 0.09, 0.00], [-0.24, -0.08, -0.10], [-0.07, -0.44, -0.28], [-0.03, 0.17, 0.21], [0.09, 0.03, 0.05], [-0.02, 0.12, 0.05], [0.05, 0.11, 0.03]], "multiplicity": 1, "total_energy_ev": -8841.140, "de_lowest_kcal_mol": 41.9, "gap_ev": 10.303}